{
  "formula": "C2HBr2FO",
  "method": "ωB97M-V/def2-TZVPD",
  "homo_lumo_gap_ev": 9.838,
  "e_above_lowest_kj_mol": 153.0,
  "molar_mass_da": 219.84,
  "homo_ev": -9.83,
  "species": ["C", "C", "O", "F", "Br", "Br", "H"],
  "xyz": [[-0.442, -0.652, -0.953], [0.409, 0.535, 0.556], [-1.435, -0.250, -1.428], [0.390, -1.601, -1.263], [0.652, -0.683, 2.051], [-0.999, 1.859, 0.807], [1.425, 0.791, 0.231]],
  "mulliken_charge": [0.568, -0.404, -0.341, -0.149, -0.049, -0.039, 0.415]
}